1.
The following is a quantum chemistry calculation of a molecular structure, C36H99AsF6N9O9 at a distorted geometry, from the OMol25 dataset.

The geometry in XYZ format:
```
160
C36H99AsF6N9O9 | the OMol25 dataset | wB97M-V/def2-TZVPD
As 0.01060 0.32529 0.45636
F 1.77597 0.13638 0.90557
F 0.36833 1.96122 -0.20961
F -1.74678 0.29400 0.01400
F -0.26007 -1.31850 1.05893
F -0.29486 1.09523 2.02799
F 0.44792 -0.37408 -1.14070
C 0.33788 -7.38581 4.83994
C 0.52225 -8.03167 6.20000
C 2.02953 -8.30334 6.58507
O 2.11811 -8.74389 7.95001
C 3.39451 -9.21623 8.37979
N -0.14278 -7.18818 7.22123
H -0.70149 -7.22419 4.55414
H 0.65588 -8.05279 4.03862
H 0.86603 -6.44129 4.70938
H -0.02423 -8.97456 6.22067
H 2.68802 -7.46889 6.34382
H 2.22669 -9.10513 5.87348
H 3.78746 -9.96175 7.68850
H 3.30899 -9.59355 9.39882
H 4.17158 -8.45428 8.31907
H 0.23637 -6.25211 7.21061
H 0.20251 -7.64300 8.05431
C -0.50199 -0.62508 -7.45876
C 0.51833 -1.64518 -7.98287
C 1.09674 -1.32366 -9.41823
O 2.06311 -2.31699 -9.74495
C 2.66527 -2.28488 -11.04232
N 1.51754 -1.70639 -6.91727
H -0.79007 -0.90768 -6.44622
H -1.42477 -0.65087 -8.03833
H -0.04999 0.36657 -7.47944
H 0.13262 -2.66454 -7.99862
H 1.53735 -0.32857 -9.35699
H 0.24669 -1.20954 -10.09091
H 1.89291 -2.25918 -11.81103
H 3.24336 -3.18174 -11.26488
H 3.37876 -1.46192 -11.00020
H 1.05980 -1.48140 -6.04552
H 2.00809 -0.85960 -7.16709
C 3.96286 3.53698 -5.20563
C 5.11122 2.51905 -5.21895
C 5.47896 1.94535 -3.79768
O 6.10694 0.69844 -3.86765
C 7.44643 0.76580 -4.34335
N 4.80192 1.54690 -6.27093
H 3.05880 3.22258 -4.68416
H 3.66186 3.86858 -6.19937
H 4.22193 4.38062 -4.56590
H 6.00896 3.06124 -5.51594
H 4.56728 1.81881 -3.21380
H 6.17797 2.64573 -3.34058
H 7.60896 0.81402 -5.42007
H 7.88241 -0.20440 -4.10517
H 8.05552 1.51229 -3.83356
H 4.75976 2.15534 -7.07599
H 5.57612 0.92703 -6.46191
C -3.51095 4.55205 -2.92388
C -4.84090 5.03363 -2.24563
C -4.52983 5.98879 -1.06104
O -5.75805 6.25275 -0.34266
C -5.43106 6.94898 0.82119
N -5.49304 5.96820 -3.25915
H -3.04304 3.78616 -2.30536
H -2.81289 5.38445 -3.01295
H -3.64250 3.95509 -3.82634
H -5.56162 4.23311 -2.07876
H -4.05064 6.93528 -1.31130
H -3.89478 5.47958 -0.33612
H -4.88432 7.85084 0.54581
H -4.95551 6.29035 1.54792
H -6.32016 7.27011 1.36385
H -4.78883 6.65201 -3.49704
H -6.24530 6.43321 -2.77133
C 1.15219 -0.90780 6.89507
C 1.12059 0.41461 7.76614
C 2.33593 1.33430 7.42751
O 2.23150 2.63977 7.97635
C 2.35304 2.76856 9.43973
N -0.07687 1.12160 7.51238
H 0.20909 -1.44699 6.80604
H 1.94957 -1.56695 7.23832
H 1.43623 -0.70149 5.86315
H 1.16451 0.24750 8.84236
H 2.34934 1.40197 6.33970
H 3.15825 0.76126 7.85590
H 2.12883 3.81339 9.65460
H 3.36011 2.62789 9.83230
H 1.66434 2.11897 9.97994
H -0.19742 1.20571 6.51314
H 0.03253 2.08256 7.80338
C 6.56525 -4.12999 -0.22427
C 5.32714 -4.82527 -0.72239
C 4.42634 -5.11692 0.51768
O 5.09014 -5.97187 1.41681
C 5.17727 -7.34646 1.10913
N 4.54645 -4.04950 -1.70342
H 6.46585 -3.10904 0.14434
H 7.26596 -4.07790 -1.05757
H 7.02620 -4.75140 0.54350
H 5.62216 -5.78019 -1.15735
H 3.45609 -5.49724 0.19817
H 4.26826 -4.18729 1.06438
H 5.81575 -7.44530 0.23125
H 4.16189 -7.68685 0.90605
H 5.56031 -7.88968 1.97301
H 3.85256 -3.76577 -1.02659
H 5.06454 -3.18283 -1.67944
C -5.88485 0.86643 4.82567
C -5.92816 -0.50000 4.16423
C -6.91136 -1.36337 4.96787
O -7.06948 -2.71789 4.52011
C -5.89736 -3.61926 4.86389
N -6.31329 -0.40524 2.76579
H -5.24643 1.47042 4.18091
H -5.63494 0.85269 5.88655
H -6.85500 1.36202 4.86161
H -4.94346 -0.94557 4.30549
H -7.93631 -1.01394 4.84346
H -6.69832 -1.13264 6.01165
H -5.83110 -3.83141 5.93099
H -4.86764 -3.30883 4.68666
H -6.05483 -4.56363 4.34287
H -6.46273 -1.37062 2.50927
H -5.53656 -0.07062 2.21369
C 4.08850 5.81144 1.32190
C 4.06754 7.25922 0.71799
C 2.78155 7.71600 0.16286
O 2.82695 9.12316 -0.11701
C 1.49535 9.52368 -0.29946
N 4.54021 8.11063 1.84129
H 5.04431 5.45680 1.70759
H 3.80951 5.02306 0.62281
H 3.31466 5.70956 2.08276
H 4.82609 7.42855 -0.04623
H 2.05035 7.56439 0.95688
H 2.39562 7.17781 -0.70288
H 0.83019 9.27778 0.52830
H 1.08497 9.09173 -1.21221
H 1.43610 10.60454 -0.42723
H 4.41436 9.08107 1.59129
H 5.54511 8.01583 1.87723
C -8.33393 -0.67145 -6.56598
C -8.31896 -0.39060 -5.06170
C -7.02816 -0.72311 -4.31473
O -6.74288 -2.14155 -4.41486
C -5.76517 -2.56937 -3.42059
N -8.72118 1.01601 -4.80476
H -7.85628 -1.63869 -6.72215
H -7.77588 0.07854 -7.12652
H -9.33068 -0.71029 -7.00538
H -9.15438 -0.95688 -4.64999
H -7.10750 -0.37638 -3.28439
H -6.23728 -0.12399 -4.76601
H -6.06223 -2.30985 -2.40447
H -4.79093 -2.15026 -3.67218
H -5.68658 -3.65643 -3.43599
H -9.01871 1.16112 -3.85055
H -7.90919 1.61072 -4.88891
```

Output
Net charge: -1
Kohn-Sham gap: 9.2 eV
Total energy: -5435.8273 hartree

---

2.
The following is a quantum chemistry calculation of 12 unconnected molecules or ions with the total composition C37H101N3O15 at a distorted geometry, from the OMol25 dataset.

The geometry in XYZ format:
```
156
C37H101N3O15 | the OMol25 dataset | wB97M-V/def2-TZVPD
C 2.22398 0.38802 5.94035
O 1.39441 0.72323 4.85612
C 1.37143 2.08612 4.47143
C 0.35323 2.91251 5.23473
N -0.98440 2.38025 4.91218
C -1.94381 2.41914 6.05148
C -2.10301 3.83748 6.63078
O -1.07436 4.17943 7.57150
C -1.27621 5.52021 7.96234
H 1.85970 -0.46304 6.51385
H 2.36950 1.25351 6.59252
H 3.21435 0.06950 5.59066
H 1.17206 2.10989 3.39980
H 2.34872 2.52106 4.71564
H 0.35732 3.92981 4.84368
H 0.71324 2.79661 6.26338
H -0.83292 1.37110 4.85120
H -1.50423 1.81196 6.85224
H -2.89115 1.97614 5.75654
H -2.94942 3.72776 7.32239
H -2.28714 4.55864 5.83335
H -1.15952 6.25921 7.16783
H -0.53504 5.76818 8.72553
H -2.22765 5.66401 8.48554
C 2.87773 -8.25556 -2.31234
O 1.73122 -8.45333 -3.14759
C 1.14875 -7.29610 -3.65737
C 1.84997 -6.74967 -4.91735
N 3.11128 -6.04631 -4.58916
C 2.94263 -4.68712 -4.10126
C 3.81021 -4.30938 -2.90462
O 3.92198 -2.87620 -2.97589
C 4.23754 -2.25200 -1.75192
H 3.61825 -7.67092 -2.85838
H 3.38191 -9.19104 -2.07872
H 2.46634 -7.78275 -1.41783
H 1.10160 -6.47366 -2.93325
H 0.10936 -7.52829 -3.89550
H 1.21432 -5.99439 -5.40161
H 2.09255 -7.46386 -5.70293
H 3.66217 -5.99157 -5.43391
H 1.90418 -4.51534 -3.81949
H 3.07801 -3.97451 -4.92065
H 4.83067 -4.66078 -3.06757
H 3.39926 -4.68517 -1.96693
H 3.38478 -2.42599 -1.08029
H 4.31257 -1.17513 -1.89049
H 5.14173 -2.66135 -1.29156
C -5.51016 -4.63681 -2.25633
O -5.05469 -3.64995 -1.34885
C -4.95166 -2.36716 -1.91490
C -4.38094 -1.44861 -0.81077
N -3.97727 -0.13705 -1.25020
C -4.92163 0.64831 -2.03167
C -4.24035 1.98915 -2.36636
O -4.01190 2.74445 -1.18183
C -3.43443 3.98961 -1.53314
H -5.49225 -5.53843 -1.64672
H -4.82813 -4.74413 -3.10698
H -6.51116 -4.42781 -2.64248
H -5.93462 -1.95670 -2.17246
H -4.28241 -2.41632 -2.78068
H -3.50640 -1.96610 -0.40068
H -5.09726 -1.58470 0.01391
H -3.50902 0.38069 -0.51904
H -5.92496 0.71674 -1.60612
H -4.95156 0.22415 -3.04159
H -4.88658 2.49157 -3.09320
H -3.21570 1.77759 -2.69025
H -2.48648 3.84445 -2.06172
H -3.14035 4.51857 -0.62476
H -4.17739 4.59820 -2.05388
C -1.53549 -1.16894 2.44085
C -2.36169 -1.59619 3.68465
C -1.89221 -2.99881 4.02047
O -2.00541 -0.71312 4.76576
H -0.49886 -1.07138 2.75611
H -1.89614 -0.20558 2.07430
H -1.66724 -1.87990 1.62680
H -3.44486 -1.60166 3.55145
H -2.24544 -3.42267 4.96648
H -0.80455 -3.06653 4.07643
H -2.26227 -3.68255 3.25044
H -2.58025 -1.03594 5.47026
C 3.39120 5.02109 1.41783
C 3.50964 6.44396 0.85656
C 3.02703 7.45828 1.86182
O 4.85625 6.62420 0.46069
H 3.86525 4.96813 2.40305
H 3.94318 4.27977 0.82985
H 2.38292 4.61490 1.49105
H 2.86191 6.47040 -0.02799
H 3.07083 8.42942 1.35867
H 3.66120 7.47095 2.74687
H 1.97072 7.32474 2.08773
H 5.00257 6.45405 -0.46874
C -1.31663 -4.20759 -0.86539
C -0.95876 -3.68199 -2.24539
C 0.35657 -2.94042 -2.35482
O -0.83482 -4.80742 -3.14408
H -1.62127 -3.44902 -0.13322
H -0.45657 -4.64026 -0.34425
H -2.15585 -4.90345 -0.85238
H -1.83236 -3.12961 -2.60460
H 0.71711 -2.80458 -3.36987
H 1.05318 -3.50406 -1.72623
H 0.42128 -1.93129 -1.93853
H -1.65146 -5.30333 -3.23989
C -0.52582 1.34535 -0.10598
C 0.80663 1.42411 0.62476
C 1.93647 0.56900 -0.01794
O 1.24670 2.78827 0.50923
H -0.44469 1.38760 -1.19621
H -1.29708 2.06594 0.16887
H -0.94322 0.34814 0.07352
H 0.69066 1.12774 1.67325
H 2.91867 0.65087 0.45358
H 1.99871 0.95352 -1.03689
H 1.68064 -0.49221 0.00887
H 2.15832 2.71562 0.82210
C 1.93491 0.29166 -4.14565
C 2.08677 0.83241 -5.57974
C 2.95363 2.08898 -5.69270
O 2.59081 -0.19758 -6.41362
H 1.73162 -0.77750 -4.15842
H 1.10255 0.76397 -3.61977
H 2.84661 0.49429 -3.57246
H 1.04985 1.11351 -5.78651
H 2.53789 2.97039 -5.20248
H 3.10643 2.37311 -6.73550
H 3.95819 1.88709 -5.30878
H 3.34388 -0.55216 -5.92384
C -1.71213 4.53640 2.34740
O -2.61944 3.51330 2.72871
H -0.79411 4.07896 1.95977
H -2.18153 4.99426 1.47446
H -1.58280 5.23148 3.18289
H -2.19907 3.02323 3.45627
C 2.86007 -2.24097 2.60503
O 1.94987 -2.00542 3.68582
H 3.02035 -3.30584 2.48214
H 2.46473 -1.81138 1.67769
H 3.75037 -1.64879 2.83846
H 1.71112 -1.07046 3.67486
C 0.16309 4.99398 -1.86582
O 0.04337 5.12871 -0.44739
H -0.03046 3.98348 -2.22399
H -0.65820 5.60327 -2.25131
H 1.07449 5.48417 -2.20781
H 0.53520 4.39096 -0.04597
C -1.94637 -0.91521 -4.17004
O -1.52411 -0.15403 -3.05240
H -2.97348 -1.28433 -4.12627
H -1.91677 -0.25792 -5.04366
H -1.27594 -1.75834 -4.34354
H -2.20698 -0.22532 -2.36353
```

Output
Kohn-Sham gap: 8.9 eV
SMILES: COCCNCCOC.COCCNCCOC.COCCNCCOC.CC(C)O.CC(C)O.CC(C)O.CC(C)O.CC(C)O.CO.CO.CO.CO
Total energy: -2762.9039 hartree

---

3.
The following is a quantum chemistry calculation of 14 unconnected molecules or ions with the total composition C37H107F3N8O14 at a distorted geometry, from the OMol25 dataset.

The geometry in XYZ format:
```
169
C37H107F3N8O14 | the OMol25 dataset | wB97M-V/def2-TZVPD
N 1.87646 34.63068 -8.37078
H 2.27322 34.44351 -9.31325
H 1.08174 35.26970 -8.37612
H 2.58060 35.01486 -7.74079
H 1.55253 33.73177 -8.00513
C 2.82163 33.75248 -12.09827
O 1.70239 34.43809 -12.64737
O 2.80604 33.97144 -10.78382
C 2.93492 32.27976 -12.50185
F 3.42077 32.15667 -13.75490
F 3.86292 31.66182 -11.73987
F 1.79793 31.58359 -12.40271
C 1.65642 34.58124 -14.04254
C 0.38999 35.33700 -14.46474
H 0.39340 36.36726 -14.11105
H 0.23516 35.21902 -15.53347
H -0.42669 34.85827 -13.91294
H 1.55681 33.61678 -14.55905
H 2.50566 35.06588 -14.54401
H 3.72615 34.19712 -12.55920
C 5.94619 33.88403 -9.53026
O 4.97617 34.89332 -9.36201
H 6.11113 33.64534 -10.58972
H 6.86827 34.19329 -9.04492
H 5.62276 32.90647 -9.14551
H 4.22202 34.66121 -9.93997
C 2.59475 38.42861 -14.83284
O 3.61304 39.13106 -15.55047
H 1.69228 38.49324 -15.44757
H 2.89212 37.38949 -14.68765
H 2.38750 38.97370 -13.91433
H 4.25020 38.52624 -15.94393
C 2.55470 37.60287 -10.91252
O 1.50436 36.91848 -11.57887
H 3.05186 36.85902 -10.27584
H 3.32086 37.97716 -11.59780
H 2.17622 38.41513 -10.29417
H 1.75244 35.98617 -11.71904
C -0.60560 37.30731 -17.67073
O -0.79043 38.69749 -17.91754
H -1.40309 37.03710 -16.98593
H -0.61276 36.74302 -18.60519
H 0.35147 37.09251 -17.18404
H -0.08592 39.03531 -18.47914
C 0.92362 30.49772 -9.65780
O 1.80674 31.53849 -9.26798
H -0.03009 30.87425 -10.03945
H 1.37248 29.92172 -10.47438
H 0.77070 29.81878 -8.82306
H 2.08719 32.06093 -10.02814
C 3.70338 35.30378 -18.45865
C 4.67880 35.49913 -17.30238
C 5.89296 34.57364 -17.47675
O 5.51600 33.21261 -17.42206
C 4.98293 32.84680 -16.16000
N 5.10977 36.91668 -17.35986
H 3.19874 34.33607 -18.48906
H 4.16362 35.51956 -19.42575
H 2.89588 36.03428 -18.35385
H 4.10534 35.36660 -16.38367
H 6.69220 34.77054 -16.74879
H 6.31057 34.79712 -18.46029
H 5.11905 31.77241 -16.06494
H 3.93700 33.13493 -16.05423
H 5.63021 33.33105 -15.41830
H 5.68653 37.08817 -16.53665
H 5.66672 37.00278 -18.20370
C 8.81965 28.30492 -14.39612
C 7.80062 28.26848 -15.51394
C 6.49899 28.97379 -15.17972
O 5.91927 28.38302 -14.03279
C 4.99064 29.21603 -13.37562
N 8.30518 28.97525 -16.70410
H 8.42870 27.79943 -13.50796
H 9.10124 29.32702 -14.14108
H 9.71803 27.74589 -14.66614
H 7.60914 27.25523 -15.86975
H 5.81432 28.87194 -16.03360
H 6.57991 30.06388 -15.05993
H 5.55083 29.95263 -12.79223
H 4.52207 28.60863 -12.59574
H 4.16476 29.61988 -13.96371
H 9.17809 28.61394 -17.05812
H 8.38427 29.97367 -16.56714
C 6.05337 35.82882 -13.66093
C 5.98341 37.35439 -13.48735
C 6.64217 37.75944 -12.19027
O 6.33799 39.11645 -11.93458
C 7.13478 39.65552 -10.90101
N 6.63879 37.95483 -14.67649
H 7.10753 35.54399 -13.63300
H 5.57554 35.54110 -14.59468
H 5.52835 35.34206 -12.83632
H 4.93608 37.66194 -13.47727
H 7.72959 37.60139 -12.24137
H 6.27033 37.14822 -11.35428
H 6.97674 40.73012 -10.89289
H 8.19553 39.42604 -11.05404
H 6.88706 39.22743 -9.92270
H 6.88766 38.89249 -14.35809
H 7.54623 37.50518 -14.79279
C -3.75032 35.80295 -15.31572
C -4.42639 34.53695 -14.80165
C -3.45118 33.42092 -14.56163
O -2.79044 33.12063 -15.77177
C -1.58086 32.40319 -15.59786
N -5.11874 34.88728 -13.54807
H -3.17378 35.61335 -16.21926
H -3.07494 36.27642 -14.59809
H -4.52839 36.53349 -15.55087
H -5.17061 34.24013 -15.55158
H -3.95968 32.49895 -14.23984
H -2.74430 33.74027 -13.78220
H -0.95261 32.86996 -14.83310
H -1.08035 32.41399 -16.56354
H -1.78555 31.36808 -15.30518
H -5.78607 34.14294 -13.36197
H -5.66224 35.73229 -13.68404
C -2.94543 40.34999 -15.18583
C -1.51714 40.33111 -14.64913
C -1.15123 39.05253 -13.93550
O -2.07777 38.86669 -12.88869
C -1.74801 37.73990 -12.07344
N -0.54499 40.70186 -15.71360
H -3.23889 39.52348 -15.84237
H -3.07732 41.22970 -15.81925
H -3.66443 40.35507 -14.36388
H -1.44480 41.16724 -13.94625
H -0.13605 39.09501 -13.52426
H -1.22493 38.21499 -14.64952
H -1.71785 36.83869 -12.69507
H -2.55913 37.64239 -11.35449
H -0.79004 37.99017 -11.61670
H -1.00526 41.47254 -16.18406
H -0.48570 39.96476 -16.41839
C 3.28697 28.99414 -20.88072
C 2.54867 29.40192 -19.61258
C 2.66570 30.92252 -19.39961
O 2.00423 31.43871 -18.26733
C 2.40063 30.85680 -17.04153
N 1.14477 29.00857 -19.73771
H 4.35265 29.21502 -20.78348
H 2.90515 29.51191 -21.76144
H 3.21205 27.91815 -21.02920
H 2.94368 28.88428 -18.73605
H 2.22080 31.43519 -20.25729
H 3.72523 31.22049 -19.41203
H 1.99114 31.50967 -16.27187
H 3.48572 30.86235 -16.91954
H 2.05950 29.82368 -16.93509
H 0.70857 29.56717 -20.46219
H 0.63452 29.14432 -18.87529
C -4.37152 34.82321 -8.26633
C -4.07607 35.21988 -9.70381
C -3.11486 34.26642 -10.40786
O -1.81875 34.27496 -9.86928
C -0.89572 33.70572 -10.78243
N -5.29819 35.41607 -10.48072
H -4.60403 33.75811 -8.16160
H -5.14482 35.42674 -7.79269
H -3.48675 34.95225 -7.63509
H -3.56079 36.18258 -9.60743
H -3.08936 34.59208 -11.45959
H -3.60847 33.28436 -10.50921
H -0.85132 32.61499 -10.72724
H 0.09525 34.08303 -10.52141
H -1.07389 34.06002 -11.80059
H -4.96471 35.35692 -11.44953
H -5.89325 34.58857 -10.44941
```

Output
Kohn-Sham gap: 8.5 eV
Total energy: -3264.7040 hartree